1.
Computed, not measured: a 9-piece molecular cluster, C39H54N4O21 overall, with ωB97M-V/def2-TZVPD.

## Properties
E (hartree): -3317.4667
Net charge: 0
Kohn-Sham gap (eV): 6.93
Lowest unoccupied orbital energy (eV): -1.54

Last column: Mulliken charge in e.
Positions of all 118 atoms, in Å:
1 C -1.536 -3.950 -2.503  -1.243
2 C -2.863 -3.372 -2.090  0.422
3 C -4.040 -4.304 -2.170  -0.855
4 O -5.208 -3.591 -1.879  -0.262
5 C -6.361 -4.383 -1.814  -0.819
6 N -2.744 -2.888 -0.663  0.662
7 H -2.000 -2.172 -0.585  -0.712
8 H -3.609 -2.451 -0.327  0.422
9 H -2.550 -3.636 0.008  0.419
10 H -1.299 -4.877 -1.987  0.351
11 H -0.794 -3.163 -2.360  0.064
12 H -1.616 -4.046 -3.589  0.506
13 H -2.977 -2.474 -2.698  0.320
14 H -3.898 -5.185 -1.532  0.375
15 H -4.094 -4.603 -3.227  0.417
16 H -6.498 -5.034 -2.684  0.351
17 H -7.249 -3.749 -1.854  0.248
18 H -6.419 -4.921 -0.864  0.304
19 C -0.352 -0.504 1.695  0.051
20 C 0.165 -0.555 0.248  1.098
21 O -0.835 -0.765 -0.694  0.303
22 H 0.488 -0.495 2.394  -0.107
23 H -0.983 -1.361 1.957  0.240
24 H -0.995 0.345 1.935  -0.248
25 H 0.932 -1.325 0.066  -1.168
26 H 0.740 0.374 0.078  -0.410
27 C -5.843 -1.443 1.967  -0.038
28 O -5.321 -2.335 1.323  -0.528
29 N -5.314 -0.251 2.297  0.280
30 C -4.056 0.184 1.640  -0.750
31 C -5.961 0.685 3.185  -1.001
32 H -6.787 -1.571 2.524  0.251
33 H -3.304 -0.540 1.947  0.072
34 H -3.830 1.195 1.967  0.409
35 H -4.253 0.202 0.570  0.262
36 H -6.492 1.461 2.632  0.322
37 H -6.682 0.178 3.831  0.373
38 H -5.258 1.096 3.910  0.292
39 C 4.778 1.986 1.842  -0.176
40 O 4.105 1.145 2.429  -0.723
41 N 4.471 2.664 0.732  0.583
42 C 5.320 3.664 0.114  -1.019
43 C 3.083 2.640 0.273  0.139
44 H 5.855 2.060 2.085  0.309
45 H 5.632 3.328 -0.876  0.294
46 H 6.201 3.945 0.687  0.389
47 H 4.746 4.581 -0.034  0.346
48 H 2.663 3.625 0.476  0.459
49 H 3.077 2.352 -0.779  -0.168
50 H 2.436 1.911 0.755  -0.513
51 C 0.421 -4.029 1.352  0.168
52 O -0.423 -4.541 0.615  -0.720
53 N 0.467 -4.161 2.676  0.184
54 C 1.381 -3.295 3.431  -0.755
55 C -0.545 -4.893 3.428  -0.986
56 H 1.278 -3.420 1.022  0.369
57 H 0.813 -2.387 3.637  0.355
58 H 2.258 -2.934 2.891  0.086
59 H 1.811 -3.762 4.315  0.386
60 H -1.401 -5.173 2.827  0.333
61 H -0.082 -5.736 3.938  0.294
62 H -0.887 -4.180 4.184  0.336
63 C 5.119 -0.834 -2.329  -0.570
64 C 4.154 -1.459 -1.636  0.414
65 C 4.327 -1.760 -0.182  0.573
66 O 3.480 -2.357 0.458  -0.521
67 C 5.488 -1.159 0.428  -0.942
68 C 6.420 -0.462 -0.246  0.414
69 C 6.259 -0.145 -1.706  0.942
70 O 7.011 0.558 -2.339  -0.638
71 O 7.530 -0.005 0.330  -0.581
72 O 2.933 -1.730 -2.132  -0.612
73 H 4.841 -0.634 -3.356  0.459
74 H 5.610 -1.365 1.484  0.434
75 H 8.067 0.502 -0.299  0.336
76 H 2.296 -1.796 -1.401  0.003
77 C -1.073 1.285 4.971  -0.965
78 C -1.267 2.192 4.014  0.548
79 C -0.186 2.734 3.154  0.972
80 O -0.347 3.557 2.272  -0.703
81 C 1.122 2.178 3.470  -0.710
82 C 1.347 1.296 4.470  0.648
83 C 0.214 0.721 5.345  0.471
84 O 0.355 -0.242 6.051  -0.583
85 O 2.550 0.764 4.693  -0.539
86 O -2.448 2.856 3.831  -0.555
87 H -1.894 0.939 5.590  0.453
88 H 1.957 2.519 2.876  0.328
89 H 3.111 0.983 3.916  0.482
90 H -2.211 3.696 3.406  0.326
91 C -1.009 2.945 -1.286  0.164
92 C -2.234 2.700 -1.684  0.491
93 C -3.031 3.563 -2.641  0.291
94 O -4.170 3.348 -2.966  -0.574
95 C -2.325 4.818 -2.944  -0.717
96 C -1.048 5.018 -2.609  0.126
97 C -0.232 4.030 -1.832  0.569
98 O 0.954 4.203 -1.625  -0.682
99 O -0.420 6.147 -2.994  -0.611
100 O -2.868 1.596 -1.218  -0.562
101 H -0.542 2.241 -0.605  0.583
102 H -2.797 5.494 -3.646  0.408
103 H 0.502 6.142 -2.699  0.343
104 H -2.188 0.906 -1.083  -0.029
105 C 1.501 0.872 -3.194  1.059
106 C 0.276 0.890 -3.734  -0.174
107 C -0.024 1.660 -5.000  0.709
108 O -1.116 1.648 -5.513  -0.596
109 C 1.093 2.425 -5.579  -0.945
110 C 2.312 2.393 -5.024  0.184
111 C 2.590 1.720 -3.714  0.362
112 O 3.626 1.801 -3.090  -0.604
113 O 3.317 3.121 -5.531  -0.624
114 O -0.791 0.178 -3.359  -0.527
115 H 1.760 0.293 -2.322  0.222
116 H 0.954 2.895 -6.543  0.504
117 H 4.103 3.024 -4.969  0.342
118 H -0.720 -0.073 -2.406  -0.239

***

2.
Computed, not measured: C39H55EuN3O11P2 as an isolated structure, with ωB97M-V/def2-TZVPD.

## Properties
E (hartree): -3904.5451
Net charge: -2
Expectation value of S²: 15.759
Relative energy (zero: lowest compared OMol25 entry of this formula, charge and spin) (kJ/mol): 81.1
Kohn-Sham gap (alpha / beta) (eV): 6.08 / 6.67
Lowest unoccupied orbital energy (alpha / beta) (eV): 4.11 / 4.11
Multiplicity: 8

Last column: Mulliken spin population.
Positions of all 111 atoms, in Å:
1 Eu -1.452 -0.016 0.038  6.955
2 C -2.236 -2.259 1.760  -0.009
3 C -0.901 -2.582 1.401  -0.002
4 C -0.899 -2.917 -0.002  0.031
5 C -2.236 -2.703 -0.441  -0.012
6 C -3.067 -2.260 0.621  -0.004
7 C -4.562 -2.101 0.607  0.008
8 C -5.276 -3.440 0.832  0.000
9 C -4.982 -1.067 1.677  0.000
10 C -5.050 -1.527 -0.721  -0.007
11 C 0.173 -3.488 -0.928  -0.007
12 C -0.475 -3.654 -2.333  -0.005
13 C 0.540 -4.899 -0.440  0.001
14 C 1.418 -2.602 -1.227  0.014
15 C 0.173 -2.567 2.485  -0.007
16 C 0.026 -1.293 3.336  0.006
17 C 0.043 -3.777 3.407  0.000
18 C 1.592 -2.511 1.937  0.003
19 H -2.524 -2.090 2.789  0.003
20 H -2.590 -2.668 -1.481  0.003
21 H -4.930 -3.902 1.743  0.000
22 H -5.105 -4.113 -0.007  0.000
23 H -6.382 -3.287 0.923  0.000
24 H -4.740 -1.392 2.706  0.001
25 H -6.081 -0.932 1.670  0.000
26 H -4.515 -0.096 1.472  0.000
27 H -4.843 -2.171 -1.590  0.000
28 H -4.621 -0.549 -0.873  0.008
29 H -6.133 -1.426 -0.667  0.000
30 H -1.370 -4.301 -2.348  0.000
31 H 0.244 -4.104 -3.013  0.000
32 H -0.774 -2.679 -2.695  0.002
33 H -0.385 -5.503 -0.438  0.000
34 H 0.952 -4.912 0.578  0.000
35 H 1.251 -5.356 -1.136  0.000
36 H 1.147 -1.568 -1.414  -0.009
37 H 1.838 -3.008 -2.163  0.000
38 H 2.179 -2.656 -0.453  0.000
39 H -0.895 -1.195 3.869  0.003
40 H 0.101 -0.380 2.734  -0.002
41 H 0.882 -1.275 4.053  0.000
42 H -0.950 -3.914 3.835  0.000
43 H 0.731 -3.679 4.235  0.000
44 H 0.299 -4.750 2.884  0.000
45 H 1.725 -1.598 1.337  0.001
46 H 1.841 -3.384 1.338  0.000
47 H 2.275 -2.497 2.789  0.000
48 C -5.497 1.751 -3.386  0.000
49 C -4.288 2.552 -2.907  -0.001
50 O -4.155 3.859 -3.551  0.000
51 P -2.764 1.567 -3.289  0.002
52 O -1.583 2.476 -3.310  0.001
53 O -3.130 1.207 -4.824  0.000
54 O -2.635 0.271 -2.538  0.008
55 P -4.272 2.740 -1.040  0.001
56 O -5.847 2.543 -0.618  0.000
57 O -3.917 4.170 -0.830  0.000
58 O -3.534 1.639 -0.378  0.005
59 H -5.532 1.679 -4.468  0.000
60 H -6.418 2.162 -3.002  0.000
61 H -5.353 0.732 -2.980  0.000
62 H -3.848 4.401 -2.804  0.000
63 H -1.045 3.106 -2.469  0.002
64 H -3.119 0.249 -4.906  0.000
65 H -5.891 1.968 0.143  0.000
66 C 6.981 -2.497 -0.189  0.001
67 C 6.244 -1.714 0.870  0.000
68 C 6.345 -2.161 2.197  0.000
69 C 5.656 -1.529 3.225  0.000
70 C 4.890 -0.429 2.940  0.002
71 C 4.728 0.007 1.625  -0.002
72 N 3.776 1.027 1.423  -0.001
73 C 3.873 2.050 0.429  -0.001
74 C 4.889 2.995 0.468  0.001
75 C 4.918 4.024 -0.484  0.001
76 C 3.934 4.132 -1.466  -0.001
77 C 2.922 3.165 -1.522  0.001
78 C 2.879 2.155 -0.569  -0.001
79 C 1.706 1.158 -0.626  -0.002
80 O 1.200 0.968 -1.749  -0.001
81 O 1.305 0.593 0.464  0.010
82 C 5.427 -0.617 0.582  0.000
83 C 5.222 -0.244 -0.861  0.000
84 H 7.591 -3.277 0.277  0.000
85 H 7.693 -1.856 -0.716  0.000
86 H 6.298 -2.948 -0.947  0.000
87 H 7.005 -3.004 2.407  0.000
88 H 5.757 -1.890 4.235  0.000
89 H 4.339 0.064 3.718  0.000
90 H 2.799 0.646 1.294  0.002
91 H 5.659 2.995 1.255  0.000
92 H 5.690 4.783 -0.379  0.000
93 H 3.920 4.965 -2.141  0.000
94 H 2.189 3.238 -2.297  0.000
95 H 5.527 0.781 -1.095  0.000
96 H 4.143 -0.276 -1.070  0.000
97 H 5.701 -0.953 -1.534  0.000
98 C -0.508 6.460 -1.032  0.000
99 N -0.547 5.319 -0.119  0.001
100 C -0.690 5.524 1.210  0.000
101 C -0.829 4.503 2.082  -0.001
102 C -0.886 3.139 1.597  0.005
103 O -1.000 2.164 2.332  0.001
104 N -0.847 3.014 0.227  -0.014
105 C -0.684 4.041 -0.589  0.005
106 O -0.543 3.930 -1.834  0.001
107 H -1.341 7.125 -0.785  0.000
108 H -0.713 6.151 -2.049  0.000
109 H 0.441 6.973 -1.022  0.000
110 H -0.738 6.555 1.539  0.000
111 H -0.953 4.725 3.150  0.000